This record from the OMol25 dataset describes 14 unconnected molecules or ions with the total composition C78H111B3ClF12N19O7 in a non-equilibrium geometry. The level of theory is ωB97M-V/def2-TZVPD.

Structure (XYZ):
```
231
Properties=species:S:1:pos:R:3:lowdin_charge:R:1
Cl 0.82299 -0.03945 -1.88264 0.6563
O -0.42728 -0.57138 -1.47227 -0.3722
O 1.08583 -0.57665 -3.18295 -0.3356
O 0.80312 1.41567 -1.88719 -0.3736
O 1.83695 -0.46289 -0.90835 -0.3845
C -10.70305 -2.66702 4.58150 -0.0381
C -9.17660 -2.55338 4.42000 -0.1382
N -8.81395 -2.02676 3.12417 -0.0546
C -8.14458 -2.80202 2.26247 -0.0193
C -7.66329 -2.00006 1.23452 0.0325
N -8.20395 -0.73344 1.47060 -0.0591
C -8.90672 -0.81068 2.62407 0.0062
C -8.15146 0.47263 0.65974 0.0311
H -11.14348 -3.41741 3.94531 0.0765
H -11.17506 -1.71841 4.41058 0.0747
H -10.96536 -3.00035 5.59627 0.0907
H -8.58539 -3.47380 4.48942 0.1271
H -8.80932 -1.83458 5.15562 0.1270
H -7.86776 -3.77114 2.58508 0.1228
H -7.07546 -2.12135 0.32241 0.1319
H -9.33842 0.00900 3.12779 0.1302
H -9.11300 0.81137 0.45975 0.0860
H -7.68496 0.25410 -0.22939 0.0643
H -7.64937 1.30824 1.23757 0.1265
C -5.12023 11.08509 -6.03215 -0.0632
C -3.65516 11.26647 -5.71526 -0.1711
N -3.18910 12.58984 -6.13000 -0.0309
C -2.66695 12.85393 -7.40691 0.0024
C -2.34114 14.14874 -7.48255 -0.0115
N -2.64327 14.69315 -6.26801 -0.0814
C -3.16679 13.76674 -5.47408 -0.0025
C -2.51061 16.13956 -5.92583 0.0376
H -5.18646 10.01867 -6.22984 0.0767
H -5.42528 11.52578 -7.03612 0.1145
H -5.75730 11.34425 -5.19179 0.0813
H -3.16488 10.48731 -6.21574 0.1077
H -3.50522 11.17541 -4.64289 0.1352
H -2.53322 12.07627 -8.12120 0.1347
H -1.93667 14.74159 -8.30633 0.1569
H -3.74042 13.95129 -4.51671 0.1999
H -2.87666 16.68928 -6.72604 0.0757
H -1.46096 16.48191 -5.60445 0.1361
H -3.01119 16.40233 -4.98837 0.1019
C -1.74486 -7.75374 8.28336 -0.0382
C -0.53020 -7.91604 9.27506 -0.1244
N -0.82182 -7.23732 10.55912 -0.0314
C -1.78969 -7.68668 11.47289 0.0102
C -1.72257 -6.91674 12.56123 -0.0140
N -0.74449 -6.00686 12.35782 -0.0843
C -0.19052 -6.20664 11.14885 0.0253
C -0.45444 -4.91848 13.25787 0.0194
H -2.58985 -8.20361 8.75688 0.0587
H -1.56141 -8.26206 7.33737 0.0819
H -1.90629 -6.70874 8.04839 0.0794
H 0.25911 -7.33670 8.83873 0.1085
H -0.16104 -8.91486 9.42458 0.1262
H -2.50802 -8.51431 11.34591 0.1587
H -2.31889 -6.94446 13.40575 0.1324
H 0.62612 -5.70027 10.67764 0.1687
H -1.40991 -4.49303 13.54335 0.1100
H 0.24553 -4.21390 12.80778 0.1077
H 0.03245 -5.14594 14.19280 0.1049
C -9.95657 1.38441 7.59628 -0.0348
C -8.80071 2.27727 8.11900 -0.0998
N -9.30429 3.62846 8.63203 -0.0177
C -9.83172 3.84019 9.91758 0.0150
C -9.91553 5.16224 10.09326 -0.0486
N -9.45750 5.77617 9.02265 -0.0776
C -9.05756 4.82686 8.15458 -0.0111
C -9.23667 7.22929 8.95184 0.0487
H -10.09779 1.54183 6.54561 0.0528
H -10.85743 1.74679 8.06335 0.0722
H -9.71161 0.32054 7.81934 0.0978
H -8.01387 2.61982 7.42798 0.1148
H -8.33757 1.88389 9.01337 0.1179
H -9.98642 3.08974 10.62836 0.1257
H -10.12918 5.72067 10.96234 0.1426
H -8.63115 5.06107 7.16895 0.1829
H -8.65004 7.56113 9.77905 0.1036
H -10.12021 7.80677 8.77191 0.1073
H -8.57660 7.35336 8.14856 0.0791
C -1.13145 5.15750 0.23040 -0.0740
C -0.60784 3.79975 -0.27645 -0.1345
N -1.62609 3.20439 -1.19555 -0.0111
C -2.54750 3.93776 -1.95063 -0.0001
C -3.28454 3.06076 -2.67374 -0.0091
N -2.83719 1.80552 -2.29142 -0.0849
C -1.87786 1.91455 -1.38298 -0.0365
C -3.38607 0.57531 -2.85603 0.0272
H -2.07053 5.03462 0.91542 0.1259
H -1.16225 5.93115 -0.49731 0.0403
H -0.36170 5.50821 0.91931 0.0800
H -0.36115 3.13922 0.52171 0.1178
H 0.28084 4.00766 -0.90507 0.1240
H -2.50737 5.06465 -2.06690 0.1444
H -3.90771 3.21569 -3.54074 0.1334
H -1.36516 1.09422 -1.00252 0.0990
H -2.60096 -0.11749 -2.97633 0.0753
H -3.75258 0.85991 -3.84413 0.0982
H -4.25149 0.21395 -2.25321 0.1125
C -3.43039 -16.25940 -19.79269 0.0250
N -3.13588 -15.21283 -18.83437 -0.0744
C -1.89216 -14.71747 -18.86608 0.0426
C -1.55737 -13.55129 -18.20890 0.0429
C -2.43768 -13.03095 -17.33177 -0.1118
C -3.65274 -13.66494 -17.10891 0.0558
C -3.99843 -14.72549 -17.91860 0.0458
C -2.34639 -11.51242 -16.92636 -0.0846
C -2.75918 -10.69884 -17.97262 0.0476
C -2.83463 -9.34046 -17.79062 0.0527
N -2.48690 -8.82558 -16.57765 -0.0758
C -2.13273 -9.64485 -15.55348 0.0224
C -2.07712 -10.98927 -15.68868 0.0487
C -2.59943 -7.41509 -16.29140 0.0194
H -4.17269 -15.93325 -20.57425 0.1434
H -3.79324 -17.17847 -19.34384 0.1188
H -2.55970 -16.54705 -20.39706 0.1125
H -1.21984 -15.30249 -19.54387 0.1761
H -0.66251 -13.16115 -18.50808 0.1208
H -4.35499 -13.39404 -16.34383 0.1427
H -4.91600 -15.27805 -17.88342 0.1586
H -3.04798 -11.13707 -18.89674 0.1391
H -3.35610 -8.69096 -18.51140 0.1740
H -1.86039 -9.17667 -14.63728 0.1475
H -1.79789 -11.52107 -14.80147 0.1446
H -3.63389 -7.22070 -16.04742 0.1143
H -2.27814 -6.84856 -17.20408 0.1367
H -2.11721 -7.08225 -15.36620 0.1147
C 1.44923 4.24778 -4.79108 0.0605
N 2.76209 4.94582 -4.93977 -0.0437
C 3.68333 4.38107 -5.75249 0.0143
C 4.80543 5.06736 -6.20737 0.0475
C 4.85114 6.41941 -5.88494 -0.1453
C 3.88516 6.91046 -5.00105 0.0593
C 2.86523 6.18800 -4.42922 0.0594
C 5.92179 7.35412 -6.35660 -0.1308
C 7.24934 7.13640 -5.94919 0.0725
C 8.26476 7.83190 -6.61445 0.0605
N 7.93931 8.90523 -7.39597 -0.0787
C 6.69474 9.06946 -7.81071 -0.0098
C 5.65458 8.30964 -7.32732 0.0538
C 8.94787 9.83295 -7.95564 0.0397
H 0.99800 4.72454 -3.97269 0.0603
H 1.55102 3.20502 -4.48940 0.1125
H 0.87935 4.42080 -5.69089 0.1188
H 3.47646 3.32686 -5.98873 0.1593
H 5.60246 4.48717 -6.74950 0.1590
H 3.97136 7.96028 -4.63869 0.1600
H 2.11030 6.52781 -3.80408 0.0937
H 7.49620 6.35396 -5.24205 0.1431
H 9.27687 7.66020 -6.42013 0.1331
H 6.53155 9.85201 -8.55608 0.1654
H 4.65118 8.60618 -7.69143 0.1579
H 9.92835 9.62883 -7.47126 0.1183
H 8.74795 10.85836 -7.60943 0.1222
H 9.00636 9.73163 -9.05752 0.1286
C 3.56526 -1.46369 1.58666 0.0672
N 3.88090 -2.92002 1.78730 -0.0699
C 4.97120 -3.48077 1.24746 0.0133
C 5.29452 -4.81123 1.45583 0.0468
C 4.48792 -5.50726 2.35883 -0.1118
C 3.32533 -4.95620 2.92453 0.0986
C 3.12703 -3.61172 2.60306 0.0069
C 5.01040 -6.83874 2.83589 -0.1208
C 5.34781 -7.13641 4.15247 0.0614
C 6.03124 -8.26708 4.53400 0.0385
N 6.34066 -9.21032 3.60838 -0.0906
C 5.92530 -8.98877 2.30894 0.0480
C 5.30462 -7.82830 1.94914 0.0159
C 7.09523 -10.38782 3.94827 0.0181
H 3.29343 -1.28028 0.53236 0.0834
H 4.41499 -0.87299 1.92154 0.1128
H 2.68286 -1.25134 2.26089 0.1271
H 5.53544 -2.73411 0.62588 0.1738
H 6.25548 -5.27735 1.08777 0.1625
H 2.82236 -5.37858 3.70715 0.1027
H 2.34116 -3.00952 3.01592 0.1336
H 5.10791 -6.40285 4.88443 0.1144
H 6.27065 -8.47265 5.59456 0.1659
H 6.09693 -9.82363 1.64492 0.1553
H 5.01251 -7.66808 0.93213 0.1394
H 7.15213 -10.46057 5.09740 0.1427
H 8.07850 -10.31445 3.50327 0.1140
H 6.59531 -11.27563 3.55599 0.1154
C 13.08249 2.88504 12.10375 0.0511
N 11.77311 2.76661 11.38795 -0.0689
C 10.62845 2.33861 11.97275 0.0388
C 9.49118 1.92484 11.28133 0.0464
C 9.47849 1.99903 9.90493 -0.1119
C 10.69515 2.35453 9.22458 0.0666
C 11.74327 2.73821 10.00630 0.0066
C 8.28482 1.60232 9.16130 -0.1287
C 7.27960 0.78584 9.75703 0.0519
C 6.12818 0.39315 9.02484 0.0344
N 5.97781 0.84052 7.75851 -0.0822
C 6.91532 1.61757 7.18040 0.0494
C 8.11496 1.94841 7.81526 0.0750
C 4.89195 0.36935 6.96885 0.0167
H 13.85354 2.18650 11.84136 0.1080
H 12.84155 2.87026 13.17448 0.1103
H 13.41698 3.92564 11.88840 0.1264
H 10.75142 2.24417 13.01121 0.1331
H 8.66431 1.61877 11.87915 0.1216
H 10.81535 2.41772 8.13061 0.1456
H 12.69607 3.21755 9.67429 0.1661
H 7.47512 0.32909 10.75483 0.1313
H 5.34460 -0.31675 9.36837 0.1646
H 6.64376 1.90781 6.14708 0.0811
H 8.82590 2.44355 7.18232 0.1147
H 4.81893 -0.66970 6.85171 0.0772
H 4.88440 0.77833 5.94491 0.1008
H 4.03915 0.81867 7.45701 0.1216
N 6.87657 2.87012 4.07033 -0.4727
O 6.86852 2.85800 2.80136 -0.0267
O 5.78732 2.43395 4.73620 -0.1685
O 7.93642 3.25575 4.78413 -0.0988
B -0.19452 7.29771 -3.28695 -1.1803
F 0.21372 8.54932 -3.02007 0.1786
F 0.63305 6.45878 -2.42015 0.0227
F -1.55004 7.06051 -2.90498 0.0760
F 0.06669 6.94209 -4.68198 0.0396
B -7.85743 1.53526 4.55225 -1.2676
F -7.12441 1.28682 3.48477 0.2032
F -7.63925 2.89396 4.96371 0.0629
F -9.25591 1.44788 4.24153 0.0495
F -7.57520 0.60291 5.61869 0.0627
B 3.21935 -3.66170 6.39937 -1.0815
F 3.64509 -4.92108 5.88965 0.0652
F 4.36373 -3.00981 7.06131 0.0153
F 2.66051 -2.88214 5.37879 0.1022
F 2.17597 -3.89162 7.41728 0.0075
```

Electronic energy ... -172422.4932 eV
Relative energy (zero: lowest compared OMol25 entry of this formula, charge and spin) ... 0.000 eV
Charge ... +8